# C4H38N2O14

A cluster of 14 separate species, C4H38N2O14 in total (wB97M-V/def2-TZVPD, the Open Molecules 2025 dataset).

Last column: Löwdin spin population.
Positions of all 58 atoms, in Å:
C: 1.55929 0.45065 -0.89763  0.0906
C: 2.77153 -0.04338 -0.14808  0.0046
C: 3.40342 -1.29035 -0.81091  0.0004
N: 2.39257 -2.35265 -0.97140  0.0008
N: 0.94271 1.55936 -0.13068  0.6945
C: -0.15630 2.40563 -0.89051  0.0113
O: 0.30264 3.05219 -2.03369  0.0819
H: 1.68828 0.53805 -1.98583  0.0415
H: 0.66354 -0.22214 -0.87812  0.0224
H: 3.60953 0.64357 -0.15415  -0.0003
H: 2.50578 -0.11637 0.87804  0.0003
H: 3.84444 -0.93213 -1.74125  0.0004
H: 4.16068 -1.68768 -0.12562  0.0000
H: 2.53039 -3.26037 -1.41495  0.0000
H: 1.57920 -1.97548 -1.44695  0.0003
H: 1.61681 2.31208 0.09715  0.0187
H: -0.97481 1.73965 -1.20931  -0.0006
H: -0.34542 3.26696 -0.21876  0.0000
H: 0.60777 2.55855 -2.80703  0.0024
H: 1.16091 -1.73812 -3.64406  0.0001
H: 1.85579 -0.41308 -4.07428  -0.0002
O: 1.95338 -1.19286 -3.51864  0.0107
H: -3.06465 1.18995 0.18479  0.0000
H: -2.38872 -0.25410 0.19085  0.0000
O: -2.90980 0.39637 0.71655  0.0003
H: 0.51077 -1.00514 2.41090  -0.0003
H: -0.50863 -0.64719 1.53225  -0.0004
O: -0.22591 -0.36760 2.42079  0.0120
H: -2.16125 -2.26171 -0.39908  0.0000
H: -3.18805 -1.74901 -1.52579  0.0000
O: -2.35943 -1.58620 -1.06266  0.0001
H: 2.37528 -2.33701 1.84825  0.0000
H: 1.41157 -2.47437 0.68365  0.0001
O: 1.43579 -2.48078 1.67474  0.0001
H: -3.26305 -0.89164 2.72311  0.0000
H: -1.87056 -0.94062 3.31552  0.0000
O: -2.64249 -1.49763 3.14234  0.0005
H: -0.70885 -3.10793 1.59815  0.0000
H: -1.82569 -3.85464 2.12925  0.0000
O: -1.53850 -3.49906 1.26554  0.0000
H: 3.64360 2.08114 -1.87912  -0.0002
H: 2.67006 3.30303 -2.15332  -0.0006
O: 3.52185 2.88797 -2.38754  0.0019
H: -1.18527 -1.63014 -2.37393  0.0001
H: -1.32101 -2.82480 -3.02284  0.0000
O: -0.59830 -2.16801 -2.94830  0.0002
H: -0.95270 1.74860 3.43671  0.0001
H: -1.58398 1.44717 2.16101  -0.0003
O: -1.02217 2.13083 2.54556  0.0073
H: 1.09813 4.38534 2.94886  0.0000
H: 1.06993 2.92381 2.62225  0.0000
O: 1.68337 3.65303 2.72211  -0.0001
H: -4.53287 -2.14780 1.15481  0.0000
H: -4.15880 -0.62067 0.75422  0.0000
O: -4.80647 -1.37698 0.65189  0.0000
H: -2.41155 3.02591 0.95536  0.0000
H: -2.99632 4.09473 -0.02265  0.0000
O: -2.86744 3.15305 0.11243  -0.0003

Properties
Charge = +1
Maximum force = 5.444 eV/Å
Electronic energy = -36400.63590 eV
Multiplicity = 2

# C4H39NO15

A cluster of 16 separate species, C4H39NO15 in total (wB97M-V/def2-TZVPD, the Open Molecules 2025 dataset).

Last column: Löwdin spin population.
Positions of all 59 atoms, in Å:
C: 2.20868 0.08439 1.84256  0.0118
C: 0.88775 0.52171 1.36010  0.0876
C: -0.09631 -0.63727 1.29123  0.1098
C: -1.86743 0.52715 0.34938  0.0476
N: -1.29449 -0.58433 0.54474  0.4892
H: 2.37923 0.36008 2.86931  0.0033
H: 2.28103 -1.01476 1.70301  0.0052
H: 2.97840 0.58783 1.28988  0.0008
H: 0.90219 1.16265 0.46425  0.0008
H: 0.41798 1.19848 2.17612  0.0228
H: -0.35829 -0.94173 2.32147  0.0070
H: 0.45598 -1.58557 1.02168  0.0334
H: -1.55326 1.47490 0.71749  0.0290
H: -2.81585 0.51483 -0.08407  0.0150
H: 2.19053 3.02185 -1.53350  0.0000
H: 3.25740 1.81234 -0.99507  0.0000
O: 2.83078 2.25422 -1.69101  0.0000
H: -3.11788 -0.81616 3.39268  -0.0001
H: -2.88333 0.50700 2.70937  -0.0004
O: -3.38643 0.07339 3.43293  -0.0008
H: 2.25544 -3.72662 1.19478  -0.0002
H: 1.51570 -3.78860 -0.11797  -0.0002
O: 1.92820 -3.13615 0.50765  0.0207
H: 0.33880 4.63398 -0.12634  0.0000
H: 1.36940 4.44277 1.09683  0.0000
O: 0.90115 4.02427 0.41542  -0.0001
H: -1.85017 -2.28772 0.62777  0.0040
H: -2.68237 -2.29435 1.87313  -0.0003
O: -2.35413 -2.92931 1.20078  0.0794
H: 2.89284 -1.82011 -0.33096  0.0000
H: 4.09261 -2.67012 -0.41750  0.0000
O: 3.64892 -1.95223 -0.88399  0.0006
H: -0.47944 -3.08025 -3.67891  0.0000
H: -0.50175 -1.58711 -3.67799  0.0000
O: -0.31408 -2.35404 -4.24121  0.0001
H: -3.10935 3.60390 -0.41283  0.0000
H: -1.99816 2.87175 -1.29629  -0.0003
O: -2.12731 3.47331 -0.53314  0.0118
H: 2.32305 1.04025 -2.67377  0.0000
H: 2.42910 -0.48894 -3.41161  0.0000
O: 2.14579 0.09105 -2.64515  0.0001
H: -1.55791 3.06458 1.76173  -0.0001
H: -2.23606 2.87532 3.03159  0.0005
O: -1.84081 2.33135 2.35437  0.0077
H: -0.45827 0.08762 -1.60778  -0.0002
H: 0.50843 0.42036 -2.63284  0.0000
O: -0.45558 0.30349 -2.54821  -0.0005
H: -1.81413 -4.46596 -0.93320  0.0000
H: -1.77924 -3.04419 -1.45547  -0.0001
O: -1.35798 -3.89825 -1.53820  0.0006
H: 0.30995 -3.69236 -1.75899  0.0000
H: 1.80368 -3.06024 -1.69342  -0.0001
O: 1.21653 -3.85246 -1.87215  0.0016
H: -3.55470 1.02466 -1.18332  0.0003
H: -2.64158 1.17287 -2.41061  0.0001
O: -3.16025 1.61985 -1.79980  0.0035
H: 0.32636 2.86174 3.17514  0.0002
H: 1.60144 2.55704 2.37569  0.0006
O: 1.24917 3.10779 3.08423  0.0084

Properties
Charge = +1
Maximum force = 4.460 eV/Å
Electronic energy = -36971.39454 eV
Multiplicity = 2